1.
{"formula": "H16O8", "method": "ωB97M-V/def2-TZVPD", "elements": ["O", "H", "H", "O", "H", "H", "O", "H", "H", "O", "H", "H", "O", "H", "H", "O", "H", "H", "O", "H", "H", "O", "H", "H"], "coordinates": [[-1.01848, 0.12920, 2.88705], [-0.51878, 0.15616, 2.05626], [-0.52762, -0.48740, 3.44299], [0.33279, -3.76710, 2.23296], [-0.15438, -4.54444, 2.52481], [-0.27260, -3.29881, 1.62737], [-1.02089, 2.75713, 1.48873], [-1.19159, 1.96032, 2.01110], [-1.64536, 2.70605, 0.75803], [1.61637, 2.43574, -3.68791], [2.45654, 2.05582, -3.96568], [1.23761, 1.78879, -3.06222], [-0.11249, 0.05091, -0.04606], [0.00288, 0.08463, -1.01102], [-0.41069, -0.86488, 0.13754], [1.53492, 2.35120, 0.09772], [2.22959, 2.07334, -0.50887], [0.84941, 1.66066, 0.03350], [0.55252, -0.05370, -2.85277], [0.35218, 0.07603, -3.79018], [1.38055, -0.55272, -2.84195], [-1.50859, -2.15245, 0.80632], [-2.05495, -2.53158, 0.10448], [-2.10891, -2.03291, 1.55776]], "atomic_forces_ev_per_a": [[0.031, -0.336, -0.244], [0.053, -0.006, 0.068], [0.021, 0.176, 0.033], [-0.243, 0.107, -0.162], [0.077, 0.044, -0.016], [0.284, -0.234, 0.267], [-0.240, -0.160, 0.067], [-0.025, 0.326, 0.068], [0.066, 0.022, 0.022], [-0.137, -0.320, 0.169], [-0.032, 0.088, 0.053], [0.291, 0.475, -0.275], [-0.108, -0.704, -0.342], [-0.136, 0.006, 0.232], [0.047, 0.658, -0.030], [-0.036, -0.236, -0.329], [-0.033, 0.048, 0.068], [0.373, 0.426, 0.386], [0.196, -0.259, -0.168], [-0.089, 0.002, 0.159], [-0.145, 0.009, 0.022], [-0.513, -0.484, -0.048], [0.095, 0.055, 0.090], [0.204, 0.298, -0.090]], "lowdin_charge": [-0.05, 0.01, 0.06, -0.08, 0.03, -0.02, -0.05, -0.01, 0.04, -0.07, 0.03, 0.00, -0.08, 0.01, 0.02, -0.07, 0.02, -0.02, -0.05, 0.07, 0.08, -0.05, 0.09, 0.08], "homo_lumo_gap_ev": 10.13, "multiplicity": 1, "e_homo_ha": -0.379, "e_above_lowest_kj_mol": 211.4, "fmax_ev_per_a": 0.79}

2.
{"formula": "H16O8", "method": "ωB97M-V/def2-TZVPD", "elements": ["O", "H", "H", "O", "H", "H", "O", "H", "H", "O", "H", "H", "O", "H", "H", "O", "H", "H", "O", "H", "H", "O", "H", "H"], "coordinates": [[1.25129, -0.25588, -1.52624], [0.87824, 0.51429, -1.96970], [1.34528, 0.02439, -0.60885], [-1.68609, -1.50700, 0.33580], [-1.95340, -1.44371, -0.58806], [-2.50466, -1.37240, 0.82653], [0.54219, -4.59853, -2.01942], [0.46026, -4.68232, -1.06273], [-0.36015, -4.44057, -2.31913], [-1.24917, -0.38618, 2.12569], [-1.93781, -0.86117, 2.60438], [-1.29309, 0.50948, 2.47905], [-0.86121, 4.81757, -1.71173], [-1.15466, 4.35506, -0.91866], [-1.67811, 5.12982, -2.11690], [-3.43404, 0.72878, -0.01090], [-3.78835, 0.27895, 0.76441], [-2.48437, 0.76141, 0.15049], [1.01209, -0.51004, 0.98652], [0.75089, -0.44475, 1.91200], [0.17581, -0.53296, 0.50788], [6.10462, 0.95730, 0.57178], [5.33352, 1.14294, 1.11944], [6.53092, 1.81553, 0.46835]], "atomic_forces_ev_per_a": [[-0.385, 0.375, -0.631], [0.148, -0.101, -0.156], [0.533, -0.050, 0.041], [-0.527, -1.195, -1.894], [-0.067, -0.307, -0.148], [0.281, -0.118, -0.516], [-0.218, -0.099, 0.076], [0.090, 0.079, -0.071], [0.134, 0.014, -0.013], [-0.345, 1.480, 2.295], [0.207, -0.028, 0.303], [0.035, 0.096, 0.313], [-0.172, -0.048, 0.089], [0.063, 0.050, -0.073], [0.099, -0.009, -0.015], [-0.136, 0.120, 0.082], [-0.086, 0.228, -0.098], [0.017, -0.094, -0.013], [0.517, 0.310, 0.427], [0.077, -0.133, -0.295], [-0.269, -0.567, 0.303], [-0.015, 0.207, 0.112], [0.025, -0.103, -0.085], [-0.004, -0.109, -0.033]], "lowdin_charge": [-0.06, 0.03, -0.02, -0.08, 0.07, 0.03, -0.06, 0.03, 0.03, -0.08, 0.08, 0.08, -0.06, 0.03, 0.03, -0.05, 0.03, 0.02, -0.07, 0.04, 0.00, -0.06, 0.03, 0.03], "homo_lumo_gap_ev": 10.27, "multiplicity": 1, "e_homo_ha": -0.394, "e_above_lowest_kj_mol": 369.6, "fmax_ev_per_a": 2.75}

3.
{"formula": "H16O8", "method": "ωB97M-V/def2-TZVPD", "elements": ["O", "H", "H", "O", "H", "H", "O", "H", "H", "O", "H", "H", "O", "H", "H", "O", "H", "H", "O", "H", "H", "O", "H", "H"], "coordinates": [[-3.42340, -0.63624, -2.55349], [-2.87691, 0.08320, -2.86968], [-3.19600, -1.37588, -3.11692], [-0.90923, 0.38675, 1.29855], [-1.22179, 0.48507, 0.39918], [-1.22471, 1.17007, 1.74924], [0.65129, -3.05391, -1.91797], [0.13322, -3.18801, -1.12434], [1.32950, -3.72822, -1.87863], [-0.99901, 3.69031, -2.70437], [-0.62224, 4.07984, -3.49338], [-0.48626, 2.89483, -2.56110], [0.27566, -1.87604, 5.01471], [0.89694, -2.53630, 5.32180], [0.82481, -1.16396, 4.68668], [1.01200, 3.77883, 3.17216], [1.36845, 4.46549, 2.60854], [0.18376, 4.13665, 3.49186], [2.39817, -2.83862, 1.41811], [1.83786, -2.06950, 1.31439], [3.13518, -2.67992, 0.82832], [0.14913, 0.29803, -2.84141], [0.15517, -0.61717, -2.56105], [0.60831, 0.29479, -3.68127]], "atomic_forces_ev_per_a": [[-0.155, -0.037, 0.218], [0.208, 0.263, -0.077], [0.033, -0.203, -0.127], [0.180, -0.240, 0.065], [-0.108, 0.005, -0.272], [-0.017, 0.191, 0.159], [-0.092, 0.327, -0.257], [-0.156, -0.044, 0.280], [0.195, -0.143, 0.001], [-0.186, 0.135, 0.102], [0.053, 0.137, -0.182], [0.142, -0.383, 0.097], [-0.241, -0.011, 0.058], [0.135, -0.197, 0.056], [0.100, 0.210, -0.134], [0.067, -0.225, 0.053], [0.124, 0.147, -0.168], [-0.210, 0.076, 0.120], [-0.024, -0.278, 0.078], [-0.239, 0.267, 0.035], [0.209, 0.046, -0.124], [-0.221, 0.417, 0.037], [0.077, -0.446, 0.188], [0.125, -0.014, -0.205]], "lowdin_charge": [-0.05, 0.02, 0.03, -0.05, 0.02, 0.03, -0.05, 0.04, 0.04, -0.05, 0.03, 0.01, -0.05, 0.03, 0.03, -0.05, 0.03, 0.03, -0.05, 0.03, 0.03, -0.05, 0.01, 0.04], "homo_lumo_gap_ev": 11.45, "multiplicity": 1, "e_homo_ha": -0.413, "e_above_lowest_kj_mol": 249.3, "fmax_ev_per_a": 0.49}

4.
{"formula": "H16O8", "method": "ωB97M-V/def2-TZVPD", "elements": ["O", "H", "H", "O", "H", "H", "O", "H", "H", "O", "H", "H", "O", "H", "H", "O", "H", "H", "O", "H", "H", "O", "H", "H"], "coordinates": [[5.60693, -15.76401, 1.78272], [5.02705, -15.69581, 2.54122], [5.06534, -15.49302, 1.04145], [4.05049, -14.58053, 4.17255], [3.35845, -14.20862, 3.62575], [3.65503, -14.65749, 5.04083], [3.00970, -15.23684, 1.24742], [2.80188, -14.31120, 1.12002], [2.26607, -15.58417, 1.73997], [0.59124, -13.18869, 2.83119], [-0.20230, -13.05970, 3.35069], [0.64203, -14.13574, 2.70173], [6.99571, -15.48391, 5.58807], [7.41552, -16.33022, 5.43400], [6.56188, -15.27699, 4.76029], [3.15299, -13.81299, 6.88836], [3.78441, -14.51565, 7.04270], [2.96642, -13.46242, 7.75929], [4.68385, -16.49036, 6.80204], [5.21381, -16.07446, 6.12204], [5.32017, -16.92432, 7.37036], [2.30008, -12.51287, 1.17077], [1.72111, -12.15768, 0.49633], [1.74104, -12.60616, 1.94214]], "atomic_forces_ev_per_a": [[2.060, -0.403, 0.016], [-1.310, 0.232, 1.687], [-1.257, 0.335, -1.379], [0.666, -0.748, -1.026], [-0.240, 0.483, -0.170], [-0.307, 0.194, 0.810], [0.870, -0.799, 0.499], [-0.394, 1.643, -0.627], [-0.203, -0.523, -0.019], [-0.310, -0.489, 0.576], [-0.263, 0.291, 0.274], [-0.263, -0.263, -0.031], [-0.224, 0.098, 0.037], [0.353, -0.295, 0.007], [0.082, 0.340, -0.313], [-0.084, 0.048, -0.615], [0.330, -0.559, 0.512], [-0.132, 0.171, 0.174], [-0.948, 0.092, -0.046], [0.664, 0.028, 0.040], [0.145, -0.035, 0.230], [1.296, -0.424, -0.752], [-0.057, 0.129, -0.300], [-0.474, 0.452, 0.416]], "lowdin_spin": [0.76, 0.01, 0.01, 0.12, 0.00, 0.00, 0.08, 0.00, 0.00, 0.00, 0.00, 0.00, 0.00, 0.00, 0.00, 0.01, 0.00, 0.00, 0.00, 0.00, 0.00, 0.00, 0.00, 0.00], "homo_lumo_gap_ev": [10.94, 3.12], "multiplicity": 2, "s_squared": 0.76, "e_homo_ha": [-0.534, -0.530], "e_above_lowest_kj_mol": 100.2, "fmax_ev_per_a": 2.15, "charge": 1}

5.
{"formula": "H16O8Pb", "method": "ωB97M-V/def2-TZVPD", "elements": ["Pb", "O", "H", "H", "O", "H", "H", "O", "H", "H", "O", "H", "H", "O", "H", "H", "O", "H", "H", "O", "H", "H", "O", "H", "H"], "coordinates": [[-0.00293, 0.13395, 0.01227], [2.22736, -1.19758, 0.85182], [2.64622, -0.65191, 1.54001], [2.40670, -2.14675, 1.00751], [-0.59187, 2.55368, -0.40995], [-0.34349, 3.04865, -1.19251], [-0.47428, 3.17429, 0.34715], [2.15025, 0.86033, -0.86479], [2.76365, 0.13903, -0.98230], [2.48956, 1.61375, -1.37552], [-0.22004, -2.32877, -1.06362], [-0.32711, -3.02504, -0.40156], [-0.36660, -2.73780, -1.92463], [-1.38037, -1.44643, 1.91804], [-2.26739, -1.36977, 2.27222], [-0.89603, -1.97611, 2.59101], [0.81545, 1.17618, 2.25752], [1.69489, 1.55163, 2.46930], [0.41873, 0.84724, 3.06943], [-0.36570, 0.51730, -2.45825], [-0.00991, 0.06953, -3.25361], [-1.25230, 0.80445, -2.66773], [-2.69964, 0.27862, -0.71734], [-3.40613, 0.75107, -0.23447], [-3.00901, -0.63954, -0.79000]], "atomic_forces_ev_per_a": [[-0.588, -0.394, -0.113], [-0.079, -0.299, 0.075], [0.007, -0.723, -0.175], [0.148, 0.793, 0.129], [0.210, 0.552, 1.174], [0.017, 0.210, -0.357], [-0.192, -0.486, -0.727], [0.107, 0.892, -0.246], [0.536, -0.488, 0.015], [-0.157, -0.222, 0.096], [0.007, 0.084, 0.222], [-0.075, -0.046, -0.214], [0.016, -0.088, 0.029], [0.940, -0.460, 0.581], [-0.397, 0.006, 0.106], [-0.497, 0.413, -0.589], [0.745, 0.297, -0.167], [-0.752, -0.134, 0.114], [0.086, 0.105, 0.306], [0.792, -0.428, -0.589], [-0.275, 0.411, 0.537], [-0.646, 0.077, -0.186], [-0.271, -0.167, 0.421], [0.380, -0.213, -0.392], [-0.063, 0.308, -0.053]], "lowdin_charge": [1.66, -0.12, 0.07, 0.10, -0.12, 0.08, 0.10, -0.13, 0.06, 0.11, -0.12, 0.07, 0.08, -0.12, 0.06, 0.09, -0.13, 0.10, 0.07, -0.13, 0.11, 0.06, -0.11, 0.09, 0.07], "homo_lumo_gap_ev": 11.79, "multiplicity": 1, "e_homo_ha": -0.655, "e_above_lowest_kj_mol": 0.0, "fmax_ev_per_a": 1.31, "charge": 2}

6.
{"formula": "H16O8Pb", "method": "ωB97M-V/def2-TZVPD", "elements": ["Pb", "O", "H", "H", "O", "H", "H", "O", "H", "H", "O", "H", "H", "O", "H", "H", "O", "H", "H", "O", "H", "H", "O", "H", "H"], "coordinates": [[-0.03600, 0.26867, -0.11325], [1.88968, 0.25856, 1.44061], [2.34214, -0.56555, 1.67821], [1.93931, 0.75962, 2.19180], [-0.73870, -1.14992, 1.87197], [-0.29642, -1.95494, 2.11062], [-0.75319, -0.63517, 2.70819], [-0.47904, 1.70960, 1.62978], [-0.47103, 1.47305, 2.56132], [-0.62545, 2.62746, 1.55135], [-0.77107, -0.76277, -2.21840], [-0.62581, -0.94732, -3.16003], [-1.24888, -1.53318, -1.95868], [-2.38072, 0.17977, 0.09851], [-3.06490, 0.19243, -0.58499], [-2.62514, -0.64309, 0.45535], [-0.89592, 2.14874, -1.34610], [-1.64175, 2.65021, -1.02042], [-1.07605, 1.97276, -2.27684], [2.08017, 0.39558, -1.41349], [2.89652, 0.15247, -0.94781], [2.21707, 0.01837, -2.28715], [1.19082, -2.01115, -0.48334], [1.06954, -2.62506, 0.27582], [2.10482, -1.97918, -0.76304]], "atomic_forces_ev_per_a": [[1.210, -0.566, -0.977], [0.743, -2.589, -2.098], [0.039, 0.166, -0.162], [0.389, 2.434, 3.080], [-0.433, 0.779, 1.079], [0.225, -0.885, 0.331], [-0.247, -0.659, -0.574], [0.072, -0.693, 1.220], [-0.128, 0.468, 0.232], [-0.338, 1.956, 0.148], [0.023, 0.275, -1.738], [0.169, 0.302, -0.007], [-0.676, -1.108, 0.483], [-1.654, 0.819, -1.124], [0.018, 0.865, -0.458], [-0.227, -1.975, 1.777], [-0.019, 0.434, -0.459], [-0.424, 0.443, 0.017], [0.006, 0.167, -0.168], [1.198, -0.243, -0.359], [-0.100, 0.532, 0.057], [-0.072, 0.172, -0.468], [-0.829, -0.790, 1.145], [0.706, 0.202, -1.082], [0.348, -0.508, 0.107]], "lowdin_charge": [1.56, -0.08, 0.10, 0.03, -0.09, 0.07, 0.09, -0.09, 0.09, 0.08, -0.12, 0.11, 0.05, -0.10, 0.11, 0.04, -0.09, 0.08, 0.09, -0.12, 0.07, 0.08, -0.11, 0.09, 0.06], "homo_lumo_gap_ev": 9.99, "multiplicity": 1, "e_homo_ha": -0.607, "e_above_lowest_kj_mol": 199.9, "fmax_ev_per_a": 3.95, "charge": 2}